Record 1
# C17H32BeNO2P2

C17H32BeNO2P2 as an isolated structure in a non-equilibrium geometry (ωB97M-V with the def2-TZVPD basis set, OMol25).

ORCA input file:
```
! RIJCOSX wB97M-V def2-TZVPD def2/J DEFGRID3
* xyz 1 1
Be -0.823 0.490 0.177
P -3.097 0.514 -0.117
C -2.363 0.940 -1.797
C -0.898 0.927 -2.240
N 0.021 0.598 -1.297
C 1.333 0.570 -1.597
C 1.780 0.949 -2.870
C 0.830 1.277 -3.844
C -0.526 1.270 -3.519
C 2.318 0.318 -0.486
P 3.080 -1.308 -0.441
H -1.314 1.543 -4.245
H 2.852 0.963 -3.101
H 1.144 1.530 -4.859
H 3.225 0.898 -0.636
H 1.937 0.578 0.514
H -2.887 0.312 -2.434
H -2.752 1.953 -1.975
H -0.607 -3.199 -4.756
O -0.895 -3.899 -4.253
H -1.828 -3.871 -4.263
H 3.111 -2.618 0.137
O 1.975 -2.363 0.311
H 0.996 -2.512 0.661
C 3.371 -1.985 -2.074
H 4.253 -1.411 -2.402
H 3.600 -3.070 -2.045
H 2.511 -1.780 -2.730
C 4.634 -1.128 0.499
H 4.829 -1.941 1.241
H 5.418 -1.149 -0.292
H 4.607 -0.138 0.996
C -4.237 1.844 0.303
H -5.250 1.643 -0.066
H -4.261 1.908 1.399
H -3.870 2.799 -0.101
C -3.969 -1.039 -0.260
H -4.103 -1.437 0.759
H -4.952 -0.889 -0.726
H -3.382 -1.752 -0.852
C 0.136 2.281 3.333
C -0.432 0.857 3.339
C 0.687 -0.142 3.639
C -1.511 0.743 4.425
C -0.995 0.583 2.003
C -2.091 0.442 1.290
H 0.581 2.544 4.304
H -0.662 3.005 3.125
H 0.911 2.390 2.564
H 1.170 0.088 4.603
H 0.281 -1.161 3.701
H 1.467 -0.106 2.867
H -2.327 1.445 4.220
H -1.921 -0.272 4.442
H -1.107 0.967 5.423
*
```

Values from the calculation:
Kohn-Sham gap	4.35	eV
total energy	-42698.6503	eV
energy above the lowest of the compared OMol25 structures with the same formula, charge and spin	499.3	kJ/mol

Results of the Mulliken charge analysis, in e, for atoms 1 through 2: atom 1 (Be): -1.23, atom 2 (P): 1.19

Record 2
# C17H32Br8ClFO6S2

A 5-piece molecular cluster, C17H32Br8ClFO6S2 overall in a non-equilibrium geometry (ωB97M-V with the def2-TZVPD basis set, OMol25).

ORCA input file:
```
! RIJCOSX wB97M-V def2-TZVPD def2/J DEFGRID3
* xyz 0 1
C -2.671 0.479 0.850
C -2.494 -0.495 -0.335
Cl -3.661 -0.008 -1.579
C -2.765 -1.953 0.166
C -3.312 -2.918 -0.892
C -4.846 -2.999 -1.003
C -5.627 -3.256 0.292
C -5.250 -4.548 1.016
O -6.433 -5.344 1.199
C -1.431 -2.414 0.803
S -1.523 -3.827 1.865
O -2.044 -4.948 1.173
O -0.256 -3.972 2.488
F -2.513 -3.330 2.935
C -0.362 -2.625 -0.244
O 0.187 -1.364 -0.619
S -0.827 -0.232 -1.114
O -0.979 -0.325 -2.526
O -0.291 0.995 -0.626
H -3.700 0.817 0.819
H -2.482 -0.026 1.794
H -2.040 1.357 0.755
H -3.469 -1.836 0.989
H -2.931 -3.925 -0.742
H -2.939 -2.608 -1.870
H -5.054 -3.859 -1.646
H -5.261 -2.139 -1.517
H -6.676 -3.338 0.015
H -5.540 -2.385 0.943
H -4.874 -4.307 2.011
H -4.508 -5.113 0.459
H -6.228 -6.247 0.938
H -1.108 -1.586 1.437
H -0.701 -3.206 -1.100
H 0.454 -3.194 0.198
Br -1.294 4.408 0.696
C 0.530 3.801 0.379
C 1.545 4.723 0.999
Br 1.786 6.353 -0.034
H 0.646 3.701 -0.695
H 0.587 2.817 0.839
H 2.516 4.235 1.006
H 1.277 5.025 2.006
Br 2.719 0.155 1.178
C 2.978 0.663 -0.684
C 4.345 1.235 -0.938
Br 4.471 3.056 -0.265
H 2.182 1.360 -0.923
H 2.837 -0.253 -1.253
H 4.526 1.304 -2.008
H 5.145 0.669 -0.471
Br 5.438 9.569 -0.609
C 5.003 8.528 -2.192
C 4.167 9.314 -3.167
Br 2.322 9.455 -2.571
H 4.504 7.628 -1.848
H 5.960 8.266 -2.639
H 4.124 8.804 -4.126
H 4.530 10.326 -3.310
Br 3.045 -4.578 -0.249
C 3.153 -3.862 1.559
C 4.567 -3.499 1.923
Br 5.634 -5.074 2.329
H 2.724 -4.609 2.219
H 2.522 -2.977 1.554
H 4.585 -2.898 2.829
H 5.084 -2.968 1.130
*
```

Values from the calculation:
Kohn-Sham gap	10.05	eV
SMILES	C[C@]1(Cl)[C@@H](CCCCO)[C@@H](S(=O)(=O)F)COS1(=O)=O.BrCCBr.BrCCBr.BrCCBr.BrCCBr
total energy	-627682.7694	eV

Results of the Mulliken charge analysis, in e, for atoms 1 through 2: atom 1 (C): -1.08, atom 2 (C): 0.47

Record 3
# C17H32CaFLiNaO5

C17H32CaFLiNaO5 as an isolated structure in a non-equilibrium geometry (ωB97M-V with the def2-TZVPD basis set, OMol25).

ORCA input file:
```
! RIJCOSX wB97M-V def2-TZVPD def2/J DEFGRID3
* xyz 1 1
C -2.430 -2.712 -2.328
C -2.939 -2.116 -3.621
C -1.904 -2.062 -4.893
C -1.685 -3.589 -5.449
O -0.577 -4.244 -5.083
O -2.707 -4.224 -6.294
H -1.419 -2.347 -1.865
H -3.054 -3.591 -1.836
H -4.032 -1.701 -3.679
H -2.241 -1.352 -5.771
H -0.866 -1.680 -4.474
Li -1.992 0.580 -6.370
O 0.320 -1.538 -1.530
C 0.651 -1.849 -0.398
O 0.142 -1.283 0.736
C 0.830 -1.806 1.871
C 1.410 -3.119 1.413
C 1.696 -2.864 -0.045
H 1.604 -1.092 2.170
H 0.128 -1.937 2.699
H 2.290 -3.423 1.985
H 0.656 -3.910 1.506
H 2.686 -2.424 -0.194
H 1.581 -3.772 -0.641
C 1.093 5.629 -7.813
C 0.114 4.457 -7.629
C 0.017 3.665 -8.944
O -1.080 4.962 -7.372
H 0.779 6.318 -8.608
H 1.201 6.210 -6.888
H 2.088 5.254 -8.081
H 0.588 3.780 -6.905
H -0.336 4.282 -9.781
H -0.661 2.808 -8.848
H 1.002 3.271 -9.223
Na -0.720 -4.563 -1.655
C 0.834 0.055 9.137
C -0.150 0.614 8.121
C -0.274 -0.247 6.862
C 1.009 -0.390 6.035
C 1.625 0.924 5.550
C 0.717 1.706 4.614
H 1.851 0.013 8.735
H 0.856 0.690 10.028
H 0.543 -0.954 9.447
H 0.136 1.639 7.858
H -1.136 0.682 8.593
H -1.070 0.166 6.231
H -0.612 -1.251 7.151
H 0.789 -1.021 5.163
H 1.759 -0.936 6.617
H 2.557 0.695 5.019
H 1.906 1.553 6.402
H 0.460 1.110 3.733
H 1.222 2.615 4.272
H -0.209 2.009 5.110
F 0.168 2.728 2.547
Ca -5.208 -0.419 -3.386
*
```

Values from the calculation:
Kohn-Sham gap	1.48	eV
total energy	-54139.8206	eV

Results of the Mulliken charge analysis, in e, for atoms 1 through 2: atom 1 (C): -0.43, atom 2 (C): -0.39

Record 4
# C17H32F12O5P

A 3-piece molecular cluster, C17H32F12O5P overall (ωB97M-V with the def2-TZVPD basis set, OMol25).

ORCA input file:
```
! RIJCOSX wB97M-V def2-TZVPD def2/J DEFGRID3
* xyz -1 1
F -3.217 -4.772 -0.266
C -2.406 -3.996 -1.062
F -2.660 -4.382 -2.341
C -0.923 -4.158 -0.730
F -0.867 -4.403 0.635
F -0.460 -5.310 -1.327
P 0.087 -2.547 -1.237
C 1.490 -3.022 -0.009
C 2.799 -2.293 -0.242
O 3.603 -2.877 -1.286
C 3.448 -2.250 -2.522
C 4.200 -3.055 -3.593
F 4.809 -4.134 -3.092
F 5.205 -2.262 -4.127
C 3.385 -3.565 -4.823
F 4.278 -4.076 -5.714
F 2.595 -4.554 -4.403
C 2.501 -2.571 -5.639
F 2.032 -3.261 -6.699
F 1.456 -2.194 -4.894
C 3.233 -1.295 -6.154
F 2.333 -0.288 -6.262
F 3.736 -1.536 -7.384
H -2.716 -2.952 -0.947
H 0.773 -3.311 -2.288
H -0.996 -2.224 -2.191
H -0.691 -1.865 -0.175
H 0.776 -1.292 -1.611
H 1.171 -2.839 1.025
H 1.675 -4.100 -0.111
H 2.611 -1.236 -0.494
H 3.435 -2.305 0.654
H 3.917 -1.252 -2.521
H 2.391 -2.142 -2.790
H 4.047 -0.977 -5.506
C -0.068 -1.099 3.484
O -1.064 -0.688 2.573
C -2.375 -1.056 2.945
C -3.168 0.128 3.454
O -2.650 0.658 4.665
C -1.780 1.756 4.465
H 0.870 -0.655 3.154
H -0.287 -0.766 4.504
H 0.042 -2.189 3.477
H -2.356 -1.848 3.702
H -2.871 -1.457 2.054
H -4.198 -0.185 3.646
H -3.187 0.905 2.682
H -2.328 2.633 4.100
H -0.985 1.517 3.755
H -1.336 1.999 5.430
C -3.680 6.884 1.793
O -2.440 7.548 1.642
C -1.585 7.422 2.765
C -0.539 6.345 2.573
O -1.116 5.057 2.485
C -1.193 4.547 1.165
H -4.183 6.920 0.828
H -3.546 5.841 2.090
H -4.306 7.389 2.538
H -2.170 7.206 3.665
H -1.083 8.384 2.909
H 0.134 6.352 3.436
H 0.055 6.561 1.679
H -0.200 4.286 0.787
H -1.659 5.263 0.483
H -1.797 3.642 1.204
*
```

Values from the calculation:
Kohn-Sham gap	6.47	eV
total energy	-70279.6682	eV
energy above the lowest of the compared OMol25 structures with the same formula, charge and spin	0.0	kJ/mol

Results of the Mulliken charge analysis, in e, for atoms 1 through 2: atom 1 (F): -0.32, atom 2 (C): 0.12

Record 5
# C17H32F12O5P

A 3-piece molecular cluster, C17H32F12O5P overall (ωB97M-V with the def2-TZVPD basis set, OMol25).

ORCA input file:
```
! RIJCOSX wB97M-V def2-TZVPD def2/J DEFGRID3
* xyz -1 1
F -4.726 0.557 -3.442
C -4.008 1.292 -2.516
F -4.809 2.358 -2.181
C -2.658 1.767 -3.066
F -2.256 0.816 -3.996
F -2.871 2.930 -3.798
P -1.358 2.012 -1.614
C 0.098 1.899 -2.866
C 1.425 2.451 -2.356
O 1.567 3.876 -2.494
C 1.389 4.581 -1.294
C 1.305 6.088 -1.593
F 1.430 6.352 -2.913
F 2.367 6.732 -0.969
C 0.029 6.862 -1.135
F 0.296 8.191 -1.303
F -0.984 6.523 -1.946
C -0.460 6.732 0.343
F -1.446 7.645 0.497
F -0.983 5.517 0.551
C 0.637 6.994 1.421
F 0.365 6.229 2.516
F 0.605 8.305 1.791
H -3.874 0.666 -1.628
H -1.400 3.461 -1.837
H -2.492 2.144 -0.672
H -1.413 0.542 -1.447
H -0.422 2.146 -0.475
H 0.250 0.865 -3.199
H -0.178 2.485 -3.753
H 1.590 2.175 -1.304
H 2.258 2.025 -2.930
H 2.278 4.460 -0.655
H 0.510 4.227 -0.751
H 1.641 6.771 1.072
C 0.631 -2.437 -2.708
O -0.397 -2.313 -1.749
C -1.530 -3.114 -2.012
C -1.579 -4.328 -1.111
O -0.511 -5.231 -1.355
C 0.572 -5.066 -0.460
H 1.497 -1.902 -2.320
H 0.902 -3.483 -2.881
H 0.334 -1.977 -3.657
H -1.552 -3.423 -3.062
H -2.416 -2.499 -1.824
H -2.514 -4.869 -1.287
H -1.566 -4.003 -0.066
H 0.303 -5.404 0.548
H 0.898 -4.024 -0.410
H 1.395 -5.678 -0.825
C -0.028 -5.966 5.631
O 1.224 -5.477 6.076
C 2.309 -5.861 5.249
C 2.716 -4.760 4.295
O 1.701 -4.477 3.350
C 0.954 -3.309 3.642
H -0.796 -5.477 6.227
H -0.197 -5.739 4.576
H -0.100 -7.049 5.781
H 2.056 -6.763 4.682
H 3.155 -6.097 5.902
H 3.604 -5.084 3.742
H 2.979 -3.858 4.858
H 1.553 -2.409 3.466
H 0.597 -3.307 4.675
H 0.100 -3.294 2.968
*
```

Values from the calculation:
Kohn-Sham gap	6.42	eV
total energy	-70279.5451	eV
energy above the lowest of the compared OMol25 structures with the same formula, charge and spin	11.9	kJ/mol

Results of the Mulliken charge analysis, in e, for atoms 1 through 2: atom 1 (F): -0.32, atom 2 (C): 0.12

Record 6
# C17H33BNO7P

A 3-piece molecular cluster, C17H33BNO7P overall (ωB97M-V with the def2-TZVPD basis set, OMol25).

ORCA input file:
```
! RIJCOSX wB97M-V def2-TZVPD def2/J DEFGRID3
* xyz 0 1
O 0.210 2.888 5.410
C -0.229 2.981 4.293
C -0.482 4.293 3.602
C 0.658 4.703 2.646
B 0.907 3.918 1.300
P -0.322 3.373 -0.026
O -1.870 3.365 0.560
O 0.058 1.830 -0.406
N -0.585 1.825 3.549
C 0.419 0.973 3.012
C -0.002 -0.183 2.351
C 0.926 -1.031 1.767
C 2.284 -0.752 1.851
C 2.701 0.382 2.538
C 1.779 1.242 3.118
H -1.454 4.263 3.106
H -0.551 5.041 4.390
H 0.515 5.767 2.442
H 1.591 4.643 3.211
H 2.034 3.737 0.957
H -2.110 2.540 0.995
H -0.023 1.191 0.319
H -1.228 2.105 2.822
H -1.057 -0.420 2.275
H 0.606 -1.924 1.246
H 3.015 -1.397 1.387
H 3.751 0.621 2.618
H 2.134 2.110 3.656
C 0.169 4.546 -5.055
O 0.507 3.627 -4.037
C -0.541 2.728 -3.710
C -0.320 1.366 -4.321
O -0.399 1.395 -5.738
C 0.862 1.380 -6.376
H 1.084 5.060 -5.345
H -0.250 4.043 -5.931
H -0.549 5.289 -4.690
H -1.508 3.133 -4.029
H -0.556 2.624 -2.621
H -1.100 0.687 -3.963
H 0.648 0.970 -3.998
H 1.338 0.397 -6.278
H 1.530 2.142 -5.966
H 0.694 1.584 -7.432
C -2.614 -7.020 1.617
O -1.568 -7.530 0.813
C -1.314 -6.760 -0.350
C -0.096 -5.882 -0.187
O -0.298 -4.874 0.790
C 0.310 -5.159 2.036
H -2.604 -7.576 2.552
H -2.477 -5.957 1.832
H -3.586 -7.166 1.132
H -2.185 -6.147 -0.603
H -1.139 -7.458 -1.174
H 0.110 -5.381 -1.139
H 0.774 -6.495 0.068
H 1.399 -5.069 1.964
H 0.057 -6.159 2.396
H -0.055 -4.422 2.750
*
```

Values from the calculation:
Kohn-Sham gap	8.24	eV
SMILES	O=C(CCBP(O)O)Nc1ccccc1.COCCOC.COCCOC
total energy	-43949.6090	eV

Results of the Mulliken charge analysis, in e, for atoms 1 through 2: atom 1 (O): -0.53, atom 2 (C): 0.29

Record 7
# C17H33CaN8S6

C17H33CaN8S6 as an isolated structure (ωB97M-V with the def2-TZVPD basis set, OMol25).

ORCA input file:
```
! RIJCOSX wB97M-V def2-TZVPD def2/J DEFGRID3
* xyz 1 1
Ca 0.382 -0.189 0.223
C -0.703 3.120 -0.651
C -2.022 2.361 -0.627
N -1.867 0.945 -0.258
C -2.914 0.380 0.608
C -2.369 -0.117 1.934
N -1.357 -1.157 1.717
C -0.931 -1.827 2.959
C 0.112 -1.075 3.775
C 1.559 -1.195 3.310
N 1.962 -0.305 2.207
C 2.414 1.034 2.613
C 1.380 2.113 2.355
N 0.976 2.163 0.944
C -0.033 3.210 0.717
H -0.902 4.127 -1.024
H -0.021 2.671 -1.384
H -2.520 2.448 -1.597
H -2.674 2.838 0.110
H -1.815 0.414 -1.127
H -3.405 -0.453 0.098
H -3.687 1.128 0.806
H -3.192 -0.507 2.547
H -1.918 0.713 2.488
H -1.789 -1.875 1.138
H -0.544 -2.811 2.678
H -1.810 -2.011 3.588
H 0.072 -1.484 4.788
H -0.173 -0.024 3.892
H 1.743 -2.220 2.977
H 2.218 -1.026 4.170
H 2.721 -0.761 1.713
H 3.329 1.269 2.060
H 2.683 1.051 3.674
H 1.757 3.083 2.699
H 0.479 1.904 2.940
H 1.800 2.390 0.390
H 0.411 4.199 0.875
H -0.794 3.091 1.494
C 4.289 0.594 -4.329
C 4.117 -0.539 -3.392
N 4.689 -1.693 -3.487
N 4.214 -2.403 -2.429
C 3.356 -1.721 -1.661
S 2.551 -2.290 -0.307
N 3.305 -0.504 -2.276
N 2.494 0.555 -1.852
H 4.920 0.267 -5.150
H 4.768 1.447 -3.846
H 3.328 0.914 -4.734
H 4.486 -3.361 -2.285
H 2.977 1.419 -2.082
H 1.648 0.517 -2.422
C -5.120 -0.246 -2.475
S -3.598 -0.727 -3.318
C -2.835 -1.822 -2.177
C -1.503 -1.891 -1.980
S -0.258 -0.827 -2.559
S -0.962 -3.229 -0.981
C -2.532 -3.771 -0.447
S -2.739 -4.892 0.726
S -3.813 -3.033 -1.354
H -5.666 0.366 -3.191
H -4.930 0.354 -1.588
H -5.745 -1.099 -2.221
*
```

Values from the calculation:
Kohn-Sham gap	7.26	eV
total energy	-113533.9253	eV
energy above the lowest of the compared OMol25 structures with the same formula, charge and spin	20.6	kJ/mol

Results of the Mulliken charge analysis, in e, for atoms 1 through 2: atom 1 (Ca): 1.43, atom 2 (C): -0.59

Record 8
# C17H33FINO5

A 3-piece molecular cluster, C17H33FINO5 overall in a non-equilibrium geometry (ωB97M-V with the def2-TZVPD basis set, OMol25).

ORCA input file:
```
! RIJCOSX wB97M-V def2-TZVPD def2/J DEFGRID3
* xyz 0 1
C -2.546 -3.766 -1.464
C -1.443 -4.173 -0.473
C -1.157 -2.994 0.466
C -0.080 -3.313 1.515
C 0.974 -2.215 1.765
C 0.376 -0.871 2.077
O -0.293 -0.244 1.313
O 0.552 -0.357 3.376
C 1.705 0.402 3.619
I 3.475 -0.817 4.017
N 1.482 1.103 4.891
C 0.354 1.582 4.993
O -0.650 2.157 5.031
C 1.961 1.452 2.498
F 2.601 2.528 3.117
C 2.851 1.016 1.336
C 2.258 1.549 0.006
H -2.790 -4.559 -2.163
H -2.210 -2.877 -2.000
H -3.432 -3.459 -0.905
H -0.540 -4.347 -1.065
H -1.727 -5.061 0.092
H -0.917 -2.122 -0.139
H -2.091 -2.790 0.997
H -0.515 -3.599 2.473
H 0.476 -4.186 1.164
H 1.686 -2.156 0.942
H 1.551 -2.521 2.638
H 1.015 1.847 2.125
H 2.865 -0.068 1.239
H 3.850 1.426 1.456
H 2.988 1.529 -0.799
H 1.403 0.925 -0.261
H 1.853 2.550 0.152
C 4.157 5.767 2.475
C 3.545 6.402 1.237
C 2.572 7.515 1.592
O 2.877 5.402 0.467
H 3.379 5.313 3.095
H 4.848 4.973 2.192
H 4.695 6.501 3.077
H 4.339 6.801 0.604
H 1.746 7.122 2.191
H 2.144 7.950 0.689
H 3.064 8.306 2.161
H 2.167 5.042 1.011
C -3.360 -3.550 -5.737
C -4.691 -3.815 -5.049
C -5.847 -3.205 -5.825
O -4.664 -3.300 -3.719
H -3.171 -2.475 -5.800
H -2.541 -3.992 -5.168
H -3.345 -3.963 -6.746
H -4.843 -4.891 -4.952
H -5.731 -2.120 -5.892
H -6.793 -3.402 -5.319
H -5.903 -3.609 -6.838
H -4.530 -2.348 -3.773
*
```

Values from the calculation:
Kohn-Sham gap	9.87	eV
SMILES	CCCCCC(=O)O[C@](I)(N=C=O)[C@@H](F)CC.CC(C)O.CC(C)O
total energy	-40709.1724	eV

Results of the Mulliken charge analysis, in e, for atoms 1 through 2: atom 1 (C): -1.24, atom 2 (C): -0.45

| no. | HOMO (eV) |
| --- | --- |
| 1 | -7.836 |
| 2 | -9.945 |
| 3 | -8.839 |
| 4 | -4.198 |
| 5 | -4.167 |
| 6 | -8.513 |
| 7 | -9.725 |
| 8 | -9.761 |